(1)
118
Properties=species:S:1:pos:R:3:mulliken_spin:R:1 method="wB97M-V/def2-TZVPD" multiplicity=5 charge=-1 orbital_gap_ev="7.11 / 7.11" homo_energy_ev="-4.96 / -4.96"
Fe 1.813 1.170 -0.402 3.5536
O 4.633 6.199 2.396 -0.0004
C 4.073 5.074 1.876 -0.0009
C 4.800 4.183 1.093 0.0037
C 4.154 3.054 0.630 0.0113
N 2.885 2.811 0.899 0.0322
C 2.180 3.673 1.614 -0.0032
C 2.732 4.822 2.141 -0.0030
C 0.723 3.279 1.741 -0.0019
O -0.021 3.917 2.475 0.0017
O 0.437 2.265 1.013 -0.0025
C 4.799 1.976 -0.221 0.0052
O 6.023 1.937 -0.298 0.0083
O 3.943 1.187 -0.742 0.0718
H 5.552 6.245 2.115 0.0000
H 5.843 4.345 0.844 0.0008
H 2.135 5.501 2.735 -0.0004
C 2.773 -1.435 2.648 0.0281
P 2.651 -1.032 0.856 0.0395
C 4.337 -1.506 0.314 0.0020
C 1.671 -2.468 0.252 0.0468
C 1.751 -3.728 0.838 0.0024
C 0.921 -4.759 0.429 0.0004
C -0.033 -4.525 -0.552 -0.0005
C -0.110 -3.282 -1.159 -0.0016
C 0.755 -2.253 -0.790 0.0040
P 0.917 -0.688 -1.741 0.0438
C 2.086 -1.382 -2.975 -0.0019
C -0.615 -0.594 -2.735 -0.0067
H 3.385 -2.316 2.843 0.0010
H 1.764 -1.590 3.033 -0.0047
H 3.213 -0.578 3.162 -0.0024
H 4.532 -2.559 0.527 0.0016
H 5.060 -0.871 0.830 -0.0019
H 4.445 -1.304 -0.749 0.0000
H 2.461 -3.910 1.638 0.0011
H 1.004 -5.738 0.885 0.0000
H -0.712 -5.317 -0.848 0.0000
H -0.851 -3.114 -1.934 0.0000
H 1.859 -2.429 -3.173 -0.0010
H 3.105 -1.285 -2.599 0.0005
H 2.035 -0.796 -3.881 -0.0012
H -0.700 -1.435 -3.422 0.0004
H -0.554 0.331 -3.312 0.0019
H -1.484 -0.536 -2.078 -0.0002
C -2.250 -1.285 1.258 0.0023
P -1.115 0.221 1.144 0.0534
C -2.356 1.319 0.316 -0.0221
C -3.720 1.361 0.605 -0.0034
C -4.590 2.124 -0.163 0.0004
C -4.112 2.885 -1.221 0.0002
C -2.756 2.863 -1.514 0.0055
C -1.894 2.077 -0.763 0.0201
C -1.103 0.659 2.935 -0.0045
C -2.235 0.906 3.703 -0.0036
C -2.118 1.255 5.042 0.0017
C -0.868 1.366 5.630 -0.0012
C 0.269 1.107 4.879 0.0013
C 0.147 0.753 3.544 0.0015
P -1.408 -2.721 2.048 -0.0059
C -1.955 -2.490 3.803 0.0004
C -0.998 -2.363 4.803 -0.0007
C -1.375 -2.183 6.131 0.0001
C -2.718 -2.140 6.469 0.0000
C -3.684 -2.285 5.480 0.0002
C -3.304 -2.460 4.159 -0.0003
C -2.553 -4.110 1.658 0.0000
C -3.551 -4.074 0.688 0.0000
C -4.323 -5.201 0.419 0.0000
C -4.104 -6.381 1.111 0.0000
C -3.099 -6.435 2.072 0.0001
C -2.332 -5.313 2.336 0.0002
H -2.440 -1.545 0.213 0.0017
H -3.196 -1.095 1.767 0.0020
H -4.132 0.793 1.427 -0.0001
H -5.651 2.124 0.063 -0.0001
H -4.790 3.481 -1.818 0.0001
H -2.359 3.456 -2.331 0.0000
H -0.843 2.054 -1.016 0.0285
H -3.222 0.859 3.263 -0.0004
H -3.011 1.454 5.623 0.0000
H -0.778 1.671 6.666 -0.0001
H 1.252 1.199 5.326 0.0000
H 1.031 0.605 2.937 0.0033
H 0.054 -2.404 4.543 0.0000
H -0.616 -2.074 6.897 0.0000
H -3.014 -2.000 7.502 0.0000
H -4.736 -2.262 5.742 0.0000
H -4.065 -2.588 3.396 -0.0002
H -3.737 -3.165 0.129 0.0001
H -5.099 -5.151 -0.335 0.0000
H -4.706 -7.257 0.900 0.0000
H -2.914 -7.357 2.609 0.0000
H -1.545 -5.362 3.082 -0.0001
N -1.961 1.043 -8.434 0.0000
C -0.775 1.227 -7.715 0.0007
C 0.044 0.138 -7.414 -0.0012
C 1.180 0.312 -6.639 0.0011
C 1.504 1.567 -6.145 -0.0012
C 0.700 2.659 -6.449 0.0018
C -0.425 2.490 -7.236 -0.0009
S 2.921 1.772 -5.086 -0.0001
O 3.713 0.583 -5.263 0.0001
O 3.516 3.042 -5.434 0.0000
N 2.265 1.761 -3.631 0.0051
C 1.995 2.893 -2.972 0.0264
S 2.339 4.545 -3.534 0.0031
C 1.533 5.183 -2.140 0.0084
C 1.098 4.185 -1.359 0.0173
N 1.351 2.899 -1.801 0.0338
H -1.978 0.237 -9.035 0.0000
H -2.329 1.870 -8.872 0.0000
H -0.218 -0.847 -7.786 -0.0001
H 1.851 -0.514 -6.435 0.0001
H 0.983 3.640 -6.087 0.0001
H -1.049 3.342 -7.486 -0.0001
H 1.428 6.245 -1.988 -0.0002
H 0.564 4.302 -0.426 -0.0026

---

(2)
105
Properties=species:S:1:pos:R:3:lowdin_charge:R:1 method="wB97M-V/def2-TZVPD" multiplicity=1 charge=+1 orbital_gap_ev=2.71 relative_energy_kj_mol=0.0 homo_energy_ev=-7.64
C -4.570 0.180 -1.868 0.0214
N -3.827 0.023 -0.633 -0.0421
C -3.089 -1.060 -0.299 0.0877
C -2.590 -0.904 1.019 -0.1108
C -1.831 -1.842 1.713 0.1108
C -1.287 -1.590 3.029 -0.2152
C -0.542 -0.418 3.312 -0.0473
C -0.053 -0.161 4.589 -0.0554
C -0.336 -1.055 5.629 -0.0456
C -1.088 -2.212 5.386 -0.0554
C -1.526 -2.489 4.098 -0.0111
C -3.099 0.400 1.498 -0.0786
C -3.133 1.099 2.706 0.0021
C -3.777 2.353 2.763 -0.0423
C -4.463 2.874 1.653 -0.0476
C -4.524 2.148 0.451 0.0097
C -3.829 0.952 0.410 -0.1580
H -5.057 1.152 -1.866 0.0842
H -3.890 0.119 -2.727 0.0974
H -5.335 -0.606 -1.962 0.1176
H -2.993 -1.911 -0.966 0.1575
H -1.774 -2.845 1.295 0.1337
H -0.347 0.292 2.505 0.1313
H 0.533 0.741 4.779 0.1189
H 0.006 -0.832 6.640 0.1163
H -1.339 -2.887 6.206 0.1169
H -2.123 -3.383 3.898 0.1248
H -2.694 0.678 3.610 0.1099
H -3.763 2.929 3.695 0.1175
H -4.952 3.849 1.716 0.1171
H -5.069 2.507 -0.423 0.1114
C 2.671 0.511 -8.672 -0.0422
C 1.882 -0.355 -7.738 -0.2649
C 0.970 0.246 -6.882 -0.0010
C 0.226 -0.507 -5.969 -0.1810
C -0.706 0.254 -5.070 -0.0371
C 0.426 -1.902 -5.945 -0.1511
N -0.258 -2.684 -4.990 0.1441
C -1.647 -2.804 -4.908 -0.1819
C -2.613 -2.139 -5.771 -0.1556
C -3.803 -1.712 -5.146 -0.0468
C -4.671 -0.834 -5.792 -0.0802
C -4.425 -0.469 -7.120 -0.0695
C -3.335 -1.019 -7.809 -0.0558
C -2.461 -1.882 -7.152 -0.0116
N -1.967 -3.609 -3.922 0.1889
N -0.770 -4.037 -3.379 0.0533
C -0.823 -5.097 -2.434 -0.1120
C -1.561 -6.241 -2.798 -0.1791
C -2.359 -6.388 -4.052 -0.0460
C -1.531 -7.351 -1.940 0.0009
C -0.756 -7.350 -0.784 -0.2600
C -0.694 -8.564 0.090 -0.0495
C -0.053 -6.197 -0.433 0.0004
C -0.126 -5.031 -1.204 -0.1919
C 0.525 -3.808 -0.634 -0.0363
C 0.274 -3.464 -3.986 -0.0663
C 1.659 -3.853 -3.689 -0.3676
O 1.866 -4.979 -3.173 -0.0207
C 2.805 -2.958 -3.921 -0.1958
C 4.135 -3.564 -4.181 -0.0497
C 2.637 -1.558 -3.745 -0.2040
C 1.583 -1.042 -2.963 -0.0579
C 1.466 0.318 -2.712 -0.1179
C 2.361 1.209 -3.306 -0.1123
C 3.379 0.735 -4.140 -0.0880
C 3.536 -0.627 -4.341 -0.0285
C 1.296 -2.538 -6.843 -0.1852
C 1.487 -4.020 -6.965 -0.0176
C 2.034 -1.737 -7.719 0.0097
H 3.333 -0.100 -9.292 0.0793
H 1.994 1.078 -9.324 0.0881
H 3.271 1.233 -8.103 0.0870
H 0.840 1.336 -6.901 0.1356
H -0.959 -0.279 -4.148 0.0701
H -0.223 1.200 -4.772 0.0852
H -1.639 0.527 -5.590 0.0871
H -4.006 -2.070 -4.136 0.0997
H -5.547 -0.447 -5.261 0.1058
H -5.099 0.221 -7.629 0.1100
H -3.181 -0.772 -8.861 0.1156
H -1.655 -2.370 -7.707 0.1271
H -2.958 -7.303 -3.940 0.0807
H -3.042 -5.551 -4.205 0.0622
H -1.747 -6.518 -4.954 0.0939
H -2.130 -8.229 -2.194 0.1234
H 0.066 -8.425 0.865 0.0767
H -1.656 -8.760 0.584 0.0876
H -0.438 -9.451 -0.500 0.0880
H 0.551 -6.191 0.478 0.1212
H 0.735 -4.002 0.427 0.0815
H 1.495 -3.582 -1.095 0.0908
H -0.125 -2.924 -0.670 0.0613
H 4.951 -2.868 -3.937 0.0788
H 4.261 -4.483 -3.588 0.0860
H 4.244 -3.843 -5.242 0.0793
H 0.866 -1.735 -2.513 0.0862
H 0.669 0.672 -2.055 0.0997
H 2.245 2.279 -3.138 0.0966
H 4.064 1.438 -4.623 0.1065
H 4.338 -1.002 -4.985 0.1137
H 1.816 -4.223 -7.999 0.0893
H 2.290 -4.412 -6.320 0.0816
H 0.571 -4.597 -6.790 0.0869
H 2.733 -2.224 -8.414 0.1285

---

(3)
110
Properties=species:S:1:pos:R:3:lowdin_charge:R:1 method="wB97M-V/def2-TZVPD" multiplicity=1 charge=-1 orbital_gap_ev=7.16 relative_energy_kj_mol=0.0 homo_energy_ev=-4.68
Cd -1.066 1.126 -0.666 1.4172
O -1.030 2.706 0.892 -0.2414
C -0.112 3.586 1.176 -0.3819
C -0.319 4.450 2.283 -0.0351
C 0.625 5.361 2.694 -0.1044
C 1.840 5.488 2.017 -0.1216
C 2.035 4.717 0.894 -0.0687
C 1.091 3.785 0.437 -0.1674
C 1.349 3.227 -0.879 -0.1251
N 0.662 2.328 -1.471 -0.1153
N 0.980 2.086 -2.796 0.0302
C -0.090 1.664 -3.446 -0.5300
O -1.255 1.505 -2.970 -0.1428
C 0.123 1.364 -4.901 -0.1534
C -0.981 1.090 -5.699 -0.0366
C -0.818 0.785 -7.043 -0.0918
C 0.454 0.747 -7.598 -0.1104
C 1.561 1.021 -6.804 -0.0978
C 1.396 1.332 -5.463 -0.0439
H -1.268 4.374 2.796 0.0921
H 0.415 5.989 3.553 0.0980
H 2.594 6.191 2.346 0.0895
H 2.945 4.836 0.313 0.1049
H 2.156 3.690 -1.453 0.1208
H -1.961 1.109 -5.240 0.1133
H -1.684 0.570 -7.656 0.0957
H 0.583 0.503 -8.646 0.0914
H 2.555 0.991 -7.233 0.0929
H 2.246 1.552 -4.831 0.0975
C -1.364 -1.932 -3.625 -0.0537
C -0.354 -2.430 -2.594 -0.3569
C 0.808 -1.462 -2.398 -0.0581
C -0.945 -2.861 -1.261 -0.1476
C -0.625 -4.155 -0.845 -0.0551
C -1.132 -4.696 0.320 -0.1180
C -1.972 -3.927 1.108 -0.0595
C -2.294 -2.626 0.751 -0.1422
C -3.174 -1.790 1.659 -0.3587
C -2.303 -0.955 2.595 -0.0523
C -4.180 -2.608 2.466 -0.0753
C -1.775 -2.070 -0.442 -0.2171
N -2.164 -0.746 -0.787 -0.0504
C -3.449 -0.635 -1.257 -0.2940
C -4.228 -1.716 -1.720 -0.0333
C -5.517 -1.547 -2.202 -0.1093
C -6.112 -0.296 -2.249 -0.1228
C -5.386 0.794 -1.778 -0.0326
C -4.117 0.602 -1.298 -0.2277
F -3.470 1.696 -0.783 -0.0192
H -0.867 -1.825 -4.593 0.0771
H -1.778 -0.963 -3.357 0.0539
H -2.185 -2.642 -3.742 0.0776
H 0.082 -3.344 -3.013 0.1193
H 0.493 -0.540 -1.908 0.0248
H 1.250 -1.176 -3.356 0.0854
H 1.587 -1.913 -1.779 0.0743
H 0.020 -4.756 -1.477 0.1077
H -0.885 -5.712 0.606 0.0990
H -2.375 -4.347 2.021 0.1050
H -3.746 -1.102 1.039 0.1209
H -1.700 -1.601 3.240 0.0850
H -2.927 -0.316 3.217 0.0679
H -1.623 -0.312 2.030 0.0500
H -3.693 -3.216 3.233 0.0683
H -4.765 -3.269 1.824 0.0818
H -4.869 -1.933 2.978 0.0780
H -3.794 -2.708 -1.703 0.1104
H -6.061 -2.417 -2.553 0.0938
H -7.115 -0.164 -2.630 0.0872
H -5.797 1.795 -1.760 0.1139
C -2.129 2.211 3.995 -0.2037
O -2.960 2.480 2.891 -0.1408
H -2.710 1.664 4.740 0.0749
H -1.755 3.128 4.469 0.0661
H -1.265 1.596 3.724 0.0563
H -2.393 2.604 2.102 0.0244
C 3.969 2.949 4.344 -0.0968
C 4.697 2.273 3.376 -0.0888
C 4.053 1.442 2.468 -0.0912
C 2.672 1.288 2.518 -0.3948
C 1.945 1.985 3.479 -0.1315
C 2.589 2.805 4.393 -0.0856
As 1.670 0.117 1.318 1.3449
C 3.155 -0.496 0.198 -0.4089
C 3.396 0.186 -0.993 -0.1278
C 4.441 -0.195 -1.824 -0.0812
C 5.251 -1.266 -1.477 -0.0969
C 5.014 -1.954 -0.294 -0.0907
C 3.974 -1.569 0.541 -0.1065
C 1.544 -1.449 2.490 -0.3972
C 1.012 -2.619 1.950 -0.1170
C 0.897 -3.761 2.728 -0.0817
C 1.285 -3.742 4.061 -0.0932
C 1.796 -2.575 4.610 -0.0924
C 1.931 -1.436 3.825 -0.0991
H 4.473 3.598 5.050 0.0961
H 5.773 2.390 3.326 0.0971
H 4.632 0.914 1.722 0.0934
H 0.865 1.900 3.509 0.0831
H 2.008 3.348 5.128 0.1042
H 2.752 1.001 -1.298 0.0634
H 4.605 0.340 -2.751 0.1020
H 6.059 -1.571 -2.130 0.0957
H 5.640 -2.794 -0.020 0.0973
H 3.797 -2.112 1.461 0.0987
H 0.677 -2.647 0.917 0.0867
H 0.485 -4.661 2.291 0.0852
H 1.184 -4.632 4.670 0.0958
H 2.097 -2.548 5.650 0.0969
H 2.346 -0.537 4.263 0.0902

---

(4)
116
Properties=species:S:1:pos:R:3:lowdin_charge:R:1 method="wB97M-V/def2-TZVPD" multiplicity=1 charge=+3 orbital_gap_ev="4.91 / 4.87" relative_energy_kj_mol=55.7 homo_energy_ev="-14.30 / -14.27"
Sn 0.330 -0.295 0.171 1.2080
C 1.341 -2.350 -2.353 -0.0625
N 1.361 -0.896 -2.109 -0.4096
C 2.742 -0.386 -2.207 -0.0888
C 0.514 -0.166 -3.064 -0.1996
C -0.963 -0.544 -2.975 -0.1779
N -1.360 -0.788 -1.591 -0.0039
C -2.564 -1.291 -1.313 -0.1655
C -2.776 -1.826 -0.010 -0.1449
F -1.771 -1.735 0.878 0.0081
C -3.913 -2.491 0.347 -0.2045
F -4.010 -2.994 1.565 0.1445
C -4.960 -2.634 -0.560 0.1510
C -4.829 -2.064 -1.817 -0.2046
F -5.827 -2.132 -2.675 0.1559
C -3.683 -1.402 -2.193 -0.1316
F -3.643 -0.843 -3.379 0.1552
H 1.706 -2.588 -3.358 0.1117
H 1.984 -2.845 -1.626 0.0891
H 0.331 -2.747 -2.246 0.0855
H 3.143 -0.529 -3.214 0.1090
H 2.766 0.680 -1.976 0.0946
H 3.369 -0.915 -1.496 0.0577
H 0.624 0.900 -2.844 0.1223
H 0.859 -0.328 -4.091 0.1427
H -1.539 0.280 -3.402 0.1328
H -1.190 -1.421 -3.585 0.1394
H -5.856 -3.183 -0.291 0.1634
C 2.991 -4.391 2.648 -0.0151
N 4.130 -3.697 2.058 -0.1156
C 5.399 -4.221 1.906 -0.0067
C 6.163 -3.254 1.362 -0.0080
N 5.351 -2.150 1.181 -0.1117
C 5.788 -0.872 0.628 -0.0095
C 4.107 -2.427 1.616 -0.6529
Se 2.645 -1.256 1.706 0.5988
H 3.337 -5.320 3.092 0.1031
H 2.242 -4.612 1.891 0.0953
H 2.542 -3.768 3.416 0.0810
H 5.652 -5.225 2.204 0.1407
H 7.206 -3.258 1.093 0.1413
H 6.849 -0.745 0.821 0.1056
H 5.239 -0.068 1.107 0.0661
H 5.615 -0.834 -0.446 0.0919
N 4.252 5.132 9.136 0.1931
C 3.681 4.455 8.401 -0.1615
C 2.974 3.624 7.463 -0.2105
C 3.334 3.651 6.117 -0.0015
C 2.666 2.856 5.205 -0.0031
C 1.626 2.037 5.629 -0.1713
C 1.265 2.008 6.967 0.0012
C 1.939 2.796 7.883 0.0039
N 0.925 1.213 4.687 0.0082
C 0.166 0.096 4.975 -0.0222
C -0.282 -0.377 3.784 -0.1457
N 0.176 0.432 2.763 -0.1194
C 0.898 1.370 3.343 -0.1908
H 4.144 4.289 5.792 0.1315
H 2.981 2.867 4.170 0.1099
H 0.449 1.383 7.307 0.1136
H 1.657 2.775 8.927 0.1344
H 0.032 -0.283 5.975 0.1282
H -0.893 -1.247 3.590 0.1088
H 1.391 2.176 2.823 0.1279
C -2.653 2.359 2.312 -0.3798
C -3.487 3.615 2.540 -0.3406
As -5.200 3.820 1.609 1.4883
C -6.506 2.792 2.550 -0.3965
C -6.178 1.910 3.580 -0.0990
C -7.191 1.252 4.257 -0.0524
C -8.519 1.447 3.890 -0.0348
C -8.844 2.313 2.851 -0.0443
C -7.839 2.981 2.174 -0.0967
C -5.679 5.683 1.911 -0.3744
C -5.651 6.615 0.882 -0.1081
C -5.948 7.941 1.166 -0.0538
C -6.266 8.314 2.465 -0.0391
C -6.301 7.367 3.483 -0.0467
C -6.018 6.036 3.214 -0.0944
P -1.981 2.047 0.607 1.0105
C -1.125 3.610 0.208 -0.3801
C 0.270 3.599 0.185 -0.1229
C 0.989 4.765 -0.041 -0.0592
C 0.316 5.961 -0.244 -0.0453
C -1.073 5.986 -0.238 -0.0442
C -1.790 4.819 -0.018 -0.1053
C -3.497 2.067 -0.408 -0.4265
C -4.654 1.425 0.063 -0.1939
C -5.790 1.320 -0.739 -0.0853
C -5.785 1.848 -2.020 -0.0509
C -4.641 2.478 -2.503 -0.0451
C -3.506 2.580 -1.709 -0.0926
H -3.183 1.452 2.615 0.0658
H -1.770 2.420 2.949 0.0721
H -2.922 4.507 2.279 0.0670
H -3.748 3.696 3.598 0.0902
H -5.147 1.758 3.878 0.0946
H -6.947 0.593 5.080 0.1181
H -9.305 0.921 4.418 0.1229
H -9.879 2.469 2.575 0.1226
H -8.086 3.667 1.371 0.1136
H -5.413 6.316 -0.132 0.1016
H -5.936 8.675 0.371 0.1193
H -6.502 9.347 2.686 0.1226
H -6.560 7.658 4.493 0.1210
H -6.081 5.300 4.006 0.1099
H 0.798 2.665 0.343 0.0454
H 2.073 4.743 -0.066 0.1153
H 0.874 6.873 -0.417 0.1217
H -1.597 6.919 -0.411 0.1192
H -2.871 4.845 -0.057 0.0823
H -4.669 0.983 1.056 0.0937
H -6.677 0.830 -0.355 0.1210
H -6.664 1.764 -2.649 0.1232
H -4.639 2.901 -3.501 0.1221
H -2.620 3.069 -2.101 0.1115